1.
The following is a quantum chemistry calculation of a cluster of 4 separate species, C53H85BrN8OS2 in total, from the Open Molecules 2025 dataset.

Atoms and positions in Å:
C1 5.57 4.41 0.12
C2 5.15 4.41 -1.47
C3 4.53 2.95 -1.99
C4 3.08 2.78 -1.25
N1 1.98 2.19 -2.10
C5 2.46 1.08 -3.01
C6 2.84 1.33 -4.62
C7 2.70 2.85 -5.30
C8 1.45 2.89 -6.37
C9 0.15 2.05 -5.83
C10 0.06 0.61 -6.65
O1 -1.38 0.35 -6.93
C11 3.36 0.15 -5.62
C12 3.77 0.44 -7.18
C13 3.18 -0.32 -8.50
C14 3.74 0.06 -9.95
N2 4.73 1.08 -10.41
C15 5.23 1.74 -9.17
C16 4.89 1.53 -7.62
C17 3.49 -1.42 -5.07
C18 3.98 -2.67 -6.07
C19 5.59 -2.61 -6.42
N3 6.57 -2.25 -5.52
C20 3.11 -1.74 -3.47
C21 2.63 -0.49 -2.50
S1 2.28 -0.98 -0.69
C22 1.51 -2.69 -0.87
C23 2.11 -3.62 -2.11
C24 1.37 -5.11 -2.28
C25 0.13 -5.59 -1.26
C26 -0.53 -7.07 -1.54
C27 -1.80 -7.07 -2.58
C28 -2.44 -5.59 -2.89
Br1 -3.36 -8.22 -1.96
C29 -0.39 -4.62 -0.02
C30 -1.58 -5.04 1.06
C31 -2.86 -4.06 1.28
C32 -3.84 -4.68 2.42
C33 -3.46 -6.06 3.14
N4 -2.33 -7.00 2.95
C34 -1.46 -6.40 1.90
C35 0.32 -3.16 0.16
S2 -0.12 -1.90 1.53
N5 3.24 -3.19 -3.03
H1 5.41 3.36 0.60
H2 6.69 4.74 0.28
H3 4.88 5.17 0.68
H4 6.08 4.72 -2.15
H5 4.36 5.28 -1.63
H6 5.24 2.07 -1.62
H7 4.49 3.03 -3.16
H8 3.17 2.22 -0.21
H9 2.72 3.89 -0.98
H10 1.41 2.90 -2.60
H11 2.46 3.58 -4.39
H12 3.72 3.23 -5.74
H13 1.81 2.45 -7.39
H14 1.12 4.01 -6.53
H15 0.10 1.92 -4.66
H16 -0.81 2.67 -6.14
H17 0.56 -0.27 -6.05
H18 0.60 0.64 -7.70
H19 -1.49 -0.09 -7.83
H20 2.39 -1.18 -8.37
H21 3.28 -0.58 -10.85
H22 6.07 2.57 -9.40
H23 5.43 2.18 -6.80
H24 3.80 -3.73 -5.55
H25 3.31 -2.71 -7.06
H26 5.93 -2.95 -7.51
H27 7.52 -2.32 -5.95
H28 1.66 -5.88 -3.14
H29 -0.92 -7.61 -0.55
H30 0.29 -7.81 -1.99
H31 -1.41 -7.54 -3.61
H32 -2.74 -5.01 -1.91
H33 -1.75 -4.97 -3.62
H34 -3.45 -5.78 -3.49
H35 -3.00 -3.05 0.71
H36 -4.83 -4.10 2.72
H37 -4.22 -6.41 4.00
H38 -0.50 -7.06 1.64
H39 1.04 -1.94 2.35
H40 4.15 -3.39 -2.56
C36 -3.24 0.99 -0.08
C37 -3.89 1.78 1.06
N6 -4.83 1.00 1.87
C38 -5.62 1.83 2.79
C39 -4.87 2.55 3.90
C40 -4.32 -0.25 2.44
C41 -3.11 -0.15 3.37
H41 -3.99 0.57 -0.75
H42 -2.59 1.65 -0.66
H43 -2.61 0.18 0.29
H44 -4.43 2.61 0.59
H45 -3.10 2.22 1.67
H46 -6.41 1.22 3.24
H47 -6.15 2.58 2.19
H48 -4.59 1.87 4.71
H49 -5.52 3.31 4.35
H50 -3.97 3.05 3.55
H51 -4.06 -0.92 1.62
H52 -5.13 -0.77 2.97
H53 -2.35 0.55 3.00
H54 -2.64 -1.13 3.46
H55 -3.41 0.16 4.38
C42 -3.05 -3.96 6.04
C43 -2.66 -3.47 7.43
N7 -1.28 -3.00 7.55
C44 -0.86 -2.77 8.93
C45 -1.57 -1.66 9.71
C46 -0.87 -1.95 6.60
C47 -1.66 -0.65 6.61
H56 -2.39 -4.76 5.70
H57 -4.07 -4.35 6.05
H58 -3.02 -3.15 5.30
H59 -2.79 -4.33 8.11
H60 -3.38 -2.71 7.75
H61 0.22 -2.58 8.96
H62 -0.99 -3.71 9.48
H63 -1.22 -0.67 9.42
H64 -1.35 -1.77 10.78
H65 -2.65 -1.70 9.60
H66 -0.92 -2.37 5.59
H67 0.19 -1.73 6.74
H68 -2.74 -0.80 6.71
H69 -1.49 -0.10 5.68
H70 -1.33 0.01 7.42
C48 0.42 7.64 3.63
C49 0.49 6.15 3.29
N8 -0.75 5.42 3.52
C50 -0.59 3.96 3.42
C51 -0.20 3.38 2.07
C52 -1.95 5.94 2.85
C53 -1.91 6.05 1.33
H71 0.12 7.80 4.67
H72 1.40 8.10 3.48
H73 -0.29 8.17 2.97
H74 1.27 5.73 3.94
H75 0.85 6.04 2.26
H76 -1.51 3.47 3.76
H77 0.17 3.66 4.16
H78 -1.04 3.35 1.38
H79 0.14 2.34 2.20
H80 0.62 3.93 1.60
H81 -2.15 6.94 3.26
H82 -2.82 5.35 3.14
H83 -0.96 6.43 0.95
H84 -2.69 6.74 0.99
H85 -2.11 5.09 0.85

Summary:
* total charge: 0
* SMILES: [H]/N=C/Cc1c2c(c(NCCCC)c(CCCCO)c1-c1ccncc1)Sc1c(cc(C[C@H](C)Br)c(-c3cccnc3)c1S)N2.CCN(CC)CC.CCN(CC)CC.CCN(CC)CC
* energy: -5952.8964 a.u.
* gap between HOMO and LUMO: 7.128 eV

Results of the Löwdin charge analysis, in e, for atoms 1 through 8: atom 1 (C): -0.151, atom 2 (C): -0.271, atom 3 (C): -0.184, atom 4 (C): -0.227, atom 5 (N): -0.065, atom 6 (C): -0.132, atom 7 (C): -0.041, atom 8 (C): -0.178

=====

2.
The following is a quantum chemistry calculation of a cluster of 14 separate species, C53H85N14O in total, from the Open Molecules 2025 dataset.

Atoms and positions in Å:
C1 1.24 4.98 2.31
C2 1.58 4.70 0.83
C3 2.94 3.99 0.68
C4 3.00 2.96 -0.47
C5 3.56 1.60 -0.03
C6 2.50 0.78 0.69
C7 2.91 -0.68 0.88
C8 1.89 -1.52 1.69
C9 0.97 -2.34 0.78
C10 0.04 -1.42 -0.02
C11 -1.37 -1.97 -0.26
C12 -2.34 -0.83 -0.55
C13 -3.05 -0.73 -1.87
C14 -2.74 -1.48 -3.10
C15 -3.84 -1.52 -4.18
N1 -4.02 0.12 -1.74
C16 -4.15 0.62 -0.34
C17 -3.57 -0.60 0.37
C18 -3.34 -0.62 1.88
C19 -3.35 0.74 2.57
C20 -2.87 0.60 4.01
O1 -4.69 1.25 2.50
C21 -4.78 2.66 2.72
C22 -4.62 3.41 1.42
C23 -3.49 4.18 1.19
C24 -3.32 4.83 -0.04
C25 -4.30 4.71 -1.02
C26 -5.44 3.95 -0.78
C27 -5.60 3.30 0.44
H1 0.72 5.92 2.46
H2 2.14 5.01 2.92
H3 0.62 4.17 2.72
H4 1.58 5.66 0.31
H5 0.79 4.09 0.41
H6 3.72 4.74 0.53
H7 3.15 3.47 1.62
H8 3.59 3.36 -1.31
H9 1.98 2.82 -0.85
H10 4.38 1.77 0.67
H11 3.91 1.06 -0.91
H12 1.57 0.86 0.12
H13 2.32 1.23 1.67
H14 3.88 -0.69 1.40
H15 3.06 -1.14 -0.10
H16 1.26 -0.84 2.27
H17 2.39 -2.17 2.41
H18 1.60 -2.89 0.07
H19 0.38 -3.04 1.38
H20 -0.06 -0.48 0.53
H21 0.49 -1.15 -0.98
H22 -1.70 -2.50 0.64
H23 -1.35 -2.67 -1.09
H24 -1.80 0.14 -0.53
H25 -1.77 -1.15 -3.49
H26 -2.58 -2.51 -2.76
H27 -3.65 -0.84 -5.00
H28 -4.80 -1.31 -3.71
H29 -3.93 -2.54 -4.57
H30 -4.63 0.37 -2.51
H31 -3.53 1.51 -0.25
H32 -5.19 0.82 -0.12
H33 -4.27 -1.39 0.10
H34 -4.07 -1.29 2.34
H35 -2.36 -1.07 2.06
H36 -2.69 1.42 2.02
H37 -1.81 0.37 4.04
H38 -3.10 1.48 4.61
H39 -3.40 -0.24 4.47
H40 -4.03 3.00 3.43
H41 -5.76 2.83 3.16
H42 -2.72 4.29 1.95
H43 -2.45 5.43 -0.23
H44 -4.18 5.23 -1.96
H45 -6.22 3.88 -1.53
H46 -6.48 2.71 0.65
C28 5.21 5.26 4.44
C29 4.62 3.98 4.77
N2 4.18 2.95 5.03
H47 4.45 6.04 4.39
H48 5.93 5.56 5.19
H49 5.71 5.21 3.47
C30 -9.32 0.91 2.13
C31 -9.04 1.71 0.94
N3 -8.81 2.34 0.01
H50 -9.28 -0.15 1.89
H51 -8.58 1.12 2.90
H52 -10.31 1.15 2.51
C32 7.92 2.41 2.43
C33 7.49 3.75 2.05
N4 7.14 4.80 1.75
H53 8.12 1.81 1.55
H54 8.83 2.46 3.03
H55 7.14 1.93 3.02
C34 -2.01 -5.58 2.27
C35 -1.86 -4.23 2.79
N5 -1.76 -3.12 3.06
H56 -2.98 -5.98 2.54
H57 -1.94 -5.54 1.18
H58 -1.24 -6.25 2.66
C36 4.15 1.37 -4.44
C37 3.37 0.44 -3.65
N6 2.75 -0.28 -3.00
H59 4.63 2.11 -3.79
H60 4.94 0.85 -4.99
H61 3.53 1.90 -5.15
C38 4.43 -4.29 1.04
C39 3.69 -5.24 1.86
N7 3.12 -6.00 2.50
H62 4.91 -3.53 1.66
H63 5.20 -4.78 0.45
H64 3.75 -3.78 0.36
C40 5.21 4.25 8.75
C41 4.90 5.44 7.97
N8 4.65 6.37 7.34
H65 5.77 4.52 9.65
H66 4.29 3.75 9.05
H67 5.81 3.56 8.16
C42 7.81 -6.86 -1.11
C43 7.19 -5.55 -1.22
N9 6.69 -4.52 -1.32
H68 8.04 -7.25 -2.10
H69 8.73 -6.82 -0.53
H70 7.13 -7.56 -0.62
C44 -5.16 -3.93 0.10
C45 -4.16 -4.92 -0.28
N10 -3.34 -5.66 -0.58
H71 -4.95 -2.97 -0.37
H72 -6.16 -4.24 -0.21
H73 -5.15 -3.80 1.18
C46 -1.00 -4.19 -5.58
C47 -1.85 -4.69 -6.65
N11 -2.54 -5.08 -7.48
H74 -0.45 -3.31 -5.91
H75 -1.60 -3.92 -4.72
H76 -0.27 -4.94 -5.28
C48 4.13 -5.53 -3.97
C49 5.02 -6.68 -4.03
N12 5.74 -7.57 -4.06
H77 3.21 -5.80 -3.45
H78 4.61 -4.72 -3.42
H79 3.88 -5.19 -4.97
C50 -8.56 -0.09 -2.34
C51 -7.70 -0.91 -1.50
N13 -7.03 -1.55 -0.83
H80 -9.59 -0.44 -2.29
H81 -8.54 0.95 -2.01
H82 -8.24 -0.14 -3.38
C52 3.08 2.36 -9.03
C53 3.54 3.02 -7.82
N14 3.91 3.56 -6.88
H83 3.69 2.66 -9.88
H84 3.15 1.28 -8.93
H85 2.05 2.62 -9.24

Summary:
* total charge: +1
* energy: -2912.0101 a.u.
* gap between HOMO and LUMO: 8.759 eV

Results of the Löwdin charge analysis, in e, for atoms 1 through 8: atom 1 (C): -0.105, atom 2 (C): -0.252, atom 3 (C): -0.205, atom 4 (C): -0.207, atom 5 (C): -0.215, atom 6 (C): -0.219, atom 7 (C): -0.205, atom 8 (C): -0.197

=====

One value per record, in order, for HOMO level: -7.99; -11.44 eV.